# 1
{"formula": "C5H11N3", "method": "ωB97M-V/def2-TZVPD", "energy_ha": -361.35804, "e_above_lowest_kj_mol": 82.3, "smiles": "c1c[nH]cn1.CNC", "elements": ["C", "C", "N", "C", "N", "H", "H", "H", "H", "C", "N", "C", "H", "H", "H", "H", "H", "H", "H"], "positions_angstrom": [[3.763, 0.713, 4.020], [2.590, 1.212, 3.497], [2.305, 0.401, 2.427], [3.291, -0.536, 2.343], [4.194, -0.375, 3.298], [4.320, 1.082, 4.881], [1.951, 2.048, 3.781], [1.498, 0.485, 1.804], [3.303, -1.307, 1.573], [-3.280, -1.195, -2.070], [-2.751, 0.152, -2.257], [-2.015, 0.264, -3.513], [-2.431, -1.888, -1.946], [-3.896, -1.541, -2.917], [-3.894, -1.223, -1.154], [-3.534, 0.818, -2.270], [-2.604, -0.051, -4.391], [-1.698, 1.311, -3.659], [-1.115, -0.370, -3.447]], "lowdin_charge": [-0.18, -0.12, 0.02, -0.22, 0.03, 0.09, 0.11, 0.16, 0.11, -0.17, -0.21, -0.17, 0.08, 0.07, 0.08, 0.10, 0.07, 0.08, 0.08]}

# 2
{"formula": "C5H11N3", "method": "ωB97M-V/def2-TZVPD", "energy_ha": -360.93960, "e_above_lowest_kj_mol": 1180.9, "elements": ["C", "C", "C", "C", "C", "H", "H", "H", "H", "H", "H", "H", "H", "H", "H", "H", "N", "N", "N"], "positions_angstrom": [[-1.686, -0.492, 0.478], [-0.319, -0.922, -0.175], [1.780, -0.570, -0.369], [1.513, 0.971, -0.018], [-0.498, 0.332, 0.719], [-2.695, 1.623, -0.869], [-3.835, -0.803, -0.118], [-2.283, -0.945, 1.230], [-0.504, -0.454, -1.095], [0.930, -1.989, 0.978], [2.136, -0.786, -1.339], [2.959, -0.521, 0.205], [1.847, 1.409, -1.081], [2.013, 1.084, 0.941], [0.122, 2.029, -0.734], [-0.011, 0.145, 1.811], [-2.529, 0.078, -0.675], [0.845, -1.714, -0.077], [0.215, 1.526, 0.189]], "lowdin_charge": [-0.35, -0.30, -0.21, -0.27, -0.28, 0.22, 0.22, 0.08, 0.11, 0.15, 0.06, 0.17, 0.16, 0.09, 0.12, 0.19, -0.07, -0.01, -0.06]}

# 3
{"formula": "C5H11N3", "method": "ωB97M-V/def2-TZVPD", "energy_ha": -361.19332, "e_above_lowest_kj_mol": 514.8, "elements": ["C", "C", "C", "C", "C", "N", "N", "N", "H", "H", "H", "H", "H", "H", "H", "H", "H", "H", "H"], "positions_angstrom": [[0.180, 0.523, -0.335], [1.545, 0.573, 0.285], [0.059, -0.569, -1.168], [2.320, 0.400, -1.000], [-1.560, -0.704, 0.898], [-0.497, 1.683, -0.488], [-1.371, -1.998, 1.273], [-2.440, 0.039, 1.416], [-0.377, 2.399, 0.209], [-1.391, 1.669, -0.953], [-0.845, -2.606, 0.674], [-2.054, -2.440, 1.883], [-2.412, 1.004, 1.093], [1.728, 1.502, 0.836], [1.689, -0.260, 0.974], [-0.710, -0.639, -1.927], [0.629, -1.455, -0.955], [2.454, 1.269, -1.630], [3.052, -0.391, -1.084]], "lowdin_charge": [-0.49, -0.21, 0.01, -0.01, -0.36, 0.13, 0.06, 0.05, 0.11, 0.11, 0.06, 0.09, 0.00, 0.11, 0.11, 0.08, 0.07, 0.05, 0.04]}

# 4
{"formula": "C5H11N3", "method": "ωB97M-V/def2-TZVPD", "energy_ha": -361.16297, "e_above_lowest_kj_mol": 0.0, "multiplicity": 3, "elements": ["C", "C", "C", "C", "C", "N", "N", "N", "H", "H", "H", "H", "H", "H", "H", "H", "H", "H", "H"], "positions_angstrom": [[-0.324, 0.543, -0.883], [2.338, -0.730, 0.174], [1.062, -1.499, 0.568], [-2.428, 0.557, 0.446], [-1.824, 0.508, -0.979], [0.239, 1.324, -0.002], [1.447, 1.536, 0.107], [2.433, 0.589, -0.053], [0.361, -0.061, -1.525], [3.266, -1.260, 0.344], [1.342, -2.411, 1.234], [0.417, -1.926, -0.167], [0.493, -0.793, 1.098], [-2.447, 1.573, 1.008], [-1.786, -0.074, 1.097], [-3.456, 0.188, 0.503], [-2.275, 1.352, -1.646], [-2.137, -0.449, -1.412], [3.279, 1.031, 0.089]], "mulliken_spin": [0.41, 0.81, -0.06, 0.02, 0.00, -0.01, 0.47, 0.24, 0.01, 0.03, 0.02, 0.04, 0.03, 0.00, 0.00, 0.00, 0.03, 0.00, -0.03]}

# 5
{"formula": "C5H11N3", "method": "ωB97M-V/def2-TZVPD", "energy_ha": -360.56219, "charge": 2, "e_above_lowest_kj_mol": 631.6, "elements": ["C", "C", "C", "C", "C", "N", "N", "N", "H", "H", "H", "H", "H", "H", "H", "H", "H", "H", "H"], "positions_angstrom": [[0.234, 0.542, -1.066], [0.312, -1.486, -0.069], [0.798, -2.911, -0.132], [0.454, 1.719, 0.990], [-1.692, 1.431, 0.177], [-0.179, -0.893, 0.892], [0.548, -0.639, -1.213], [-0.421, 0.813, 0.202], [0.463, 1.492, -1.763], [1.842, -2.828, -0.188], [0.178, -3.389, -0.842], [0.696, -3.382, 0.835], [1.419, 1.338, 1.301], [0.583, 2.659, 0.511], [-0.188, 1.778, 1.829], [-2.171, 1.332, 1.129], [-1.697, 2.510, -0.080], [-2.309, 0.937, -0.634], [1.132, -1.023, -1.879]], "lowdin_charge": [0.07, -0.28, 0.09, 0.05, 0.00, 0.41, 0.28, -0.21, 0.27, 0.11, 0.11, 0.12, 0.13, 0.12, 0.11, 0.13, 0.15, 0.15, 0.18]}

# 6
{"formula": "C5H11N3", "method": "ωB97M-V/def2-TZVPD", "energy_ha": -359.96842, "charge": 3, "e_above_lowest_kj_mol": 447.7, "multiplicity": 2, "elements": ["C", "C", "C", "C", "N", "C", "N", "N", "H", "H", "H", "H", "H", "H", "H", "H", "H", "H", "H"], "positions_angstrom": [[-0.071, -1.725, -0.401], [-0.580, -0.315, -0.371], [-0.015, 0.554, 0.678], [1.182, 0.374, 1.429], [1.389, 1.518, 2.134], [0.396, 2.389, 1.875], [-0.442, 1.805, 0.964], [-0.702, -1.511, -2.944], [0.971, -1.910, -0.663], [-0.666, -2.405, 0.215], [-0.436, 0.130, -1.397], [-1.683, -0.306, -0.296], [1.968, -0.377, 1.463], [2.221, 1.652, 2.712], [0.233, 3.336, 2.398], [-1.356, 2.260, 0.916], [-1.720, -1.628, -2.923], [-0.294, -1.930, -3.785], [-0.396, -1.910, -2.006]], "mulliken_spin": [0.03, 0.03, 0.32, 0.34, -0.05, 0.28, -0.05, 0.00, 0.00, 0.00, 0.05, 0.04, 0.00, 0.00, 0.01, 0.00, 0.00, 0.00, 0.00]}

# 7
{"formula": "C5H11N3O", "method": "ωB97M-V/def2-TZVPD", "energy_ha": -436.51992, "e_above_lowest_kj_mol": 333.7, "smiles": "C=C(N)/C(C)=C(\\N)ON", "elements": ["C", "C", "N", "C", "C", "C", "N", "O", "N", "H", "H", "H", "H", "H", "H", "H", "H", "H", "H", "H"], "positions_angstrom": [[-2.535, -0.437, -0.738], [-1.531, -0.349, 0.148], [-1.782, -0.553, 1.518], [-0.146, -0.061, -0.257], [0.090, 0.194, -1.723], [0.859, -0.087, 0.627], [0.905, -0.404, 1.963], [2.311, 0.174, 0.403], [2.739, 1.074, -0.612], [-2.386, -0.407, -1.799], [-3.548, -0.589, -0.400], [-1.364, 0.151, 2.111], [-2.774, -0.623, 1.707], [1.127, 0.448, -1.908], [-0.164, -0.697, -2.297], [-0.547, 1.007, -2.070], [0.320, -1.193, 2.208], [1.950, -0.423, 2.140], [3.688, 0.776, -0.831], [2.788, 2.001, -0.190]], "lowdin_charge": [0.03, -0.38, 0.07, -0.20, -0.07, -0.27, 0.09, -0.16, 0.03, 0.04, 0.05, 0.08, 0.09, 0.05, 0.08, 0.08, 0.09, 0.13, 0.09, 0.09]}

# 8
{"formula": "C5H11N3O", "method": "ωB97M-V/def2-TZVPD", "energy_ha": -436.34917, "e_above_lowest_kj_mol": 40.5, "multiplicity": 3, "elements": ["C", "C", "C", "C", "C", "N", "N", "N", "O", "H", "H", "H", "H", "H", "H", "H", "H", "H", "H", "H"], "positions_angstrom": [[0.138, -1.538, -1.349], [-0.717, 1.964, 1.205], [-0.199, 1.614, -0.168], [0.195, 0.967, 2.071], [1.062, 0.748, -0.091], [1.166, 0.340, 1.090], [-0.521, -2.374, -2.198], [0.762, -2.153, -0.338], [1.845, -0.625, 1.571], [-0.518, 2.991, 1.453], [-1.792, 1.718, 1.106], [-0.920, 0.849, -0.485], [-0.332, 2.427, -0.944], [0.849, 1.417, 2.756], [-0.186, 0.109, 2.564], [1.871, 0.684, -0.780], [-0.647, -2.037, -3.086], [-0.242, -3.390, -2.081], [1.290, -1.741, 0.426], [0.867, -3.171, -0.399]], "mulliken_spin": [0.08, 0.09, 0.01, 0.00, 0.90, 0.41, 0.01, 0.00, 0.57, -0.01, -0.02, 0.03, 0.01, 0.00, 0.00, -0.07, -0.01, 0.00, 0.01, 0.00]}